Molecular formula: C3H4O2S
Method: DFT, the ωB97M-V functional and the def2-TZVPD basis

The geometry in XYZ format:
```
10
Properties=species:S:1:pos:R:3:forces:R:3
O 2.63702 -0.56013 0.71907 -0.133 -0.278 0.237
C 1.62496 0.17654 0.56881 0.361 0.401 -0.709
O 1.57152 1.40830 0.82078 -0.152 -0.129 0.272
C 0.41235 -0.44814 -0.18134 -0.216 -0.275 0.877
C -0.91538 0.29875 -0.01023 -0.030 -0.830 -0.925
S -2.36352 -0.51284 -0.85511 0.103 0.062 -0.069
H 0.76701 -0.59046 -1.20376 -0.359 0.233 -0.264
H 0.19961 -1.46063 0.18391 0.409 -0.020 0.015
H -0.81562 1.30703 -0.39564 -0.061 0.240 0.387
H -1.14888 0.24399 1.04833 0.079 0.596 0.178
```
Forces are in eV/Å.

Calculated total energy in eV: -18105.4089
HOMO in eV: 0.8
Energy above the lowest of the compared OMol25 structures with the same formula, charge and spin in eV: 0.117
Total charge: -2